{
  "formula": "C27H47CdN4OS",
  "method": "ωB97M-V/def2-TZVPD",
  "e_homo_ev": -9.11,
  "charge": 1,
  "gap_ev": 7.3,
  "total_energy_ha": -1917.000924,
  "species": ["Cd", "C", "C", "N", "C", "C", "C", "C", "C", "C", "C", "N", "C", "C", "N", "N", "H", "H", "H", "H", "H", "H", "H", "H", "H", "H", "H", "H", "H", "H", "H", "H", "H", "H", "C", "C", "C", "C", "C", "C", "C", "C", "C", "C", "H", "H", "H", "H", "H", "H", "H", "H", "H", "H", "H", "H", "H", "H", "H", "C", "C", "C", "S", "O", "C", "C", "C", "H", "H", "H", "H", "H", "H", "H", "H", "H", "H", "H", "H", "H", "H"],
  "xyz": [[0.226, -0.462, -0.241], [-0.277, 1.766, 2.124], [1.110, 1.220, 2.481], [1.842, 0.774, 1.302], [2.963, -0.100, 1.615], [2.475, -1.471, 2.024], [3.303, -2.366, 2.688], [2.791, -3.609, 3.030], [1.467, -3.895, 2.741], [0.708, -2.940, 2.066], [-0.740, -3.221, 1.715], [-1.415, -2.140, 1.011], [-2.374, -1.374, 1.792], [-1.731, -0.167, 2.485], [-1.128, 0.745, 1.521], [1.222, -1.773, 1.706], [-0.160, 2.580, 1.404], [-0.730, 2.177, 3.040], [0.987, 0.361, 3.140], [1.661, 1.994, 3.036], [2.156, 1.586, 0.776], [3.606, 0.304, 2.415], [3.588, -0.218, 0.722], [4.321, -2.095, 2.920], [3.421, -4.341, 3.512], [1.046, -4.851, 3.013], [-1.265, -3.468, 2.650], [-0.746, -4.124, 1.092], [-1.879, -2.519, 0.196], [-2.841, -1.998, 2.570], [-3.164, -1.016, 1.122], [-0.949, -0.517, 3.161], [-2.509, 0.335, 3.080], [-1.871, 1.202, 0.996], [0.415, -1.644, -2.110], [0.962, -0.637, -3.051], [-0.020, -0.244, -3.911], [-1.210, -1.004, -3.639], [-0.965, -1.856, -2.602], [-1.867, -2.988, -2.214], [-2.483, -0.931, -4.418], [0.083, 0.763, -5.010], [2.399, -0.221, -3.085], [1.268, -2.886, -1.843], [-1.381, -3.673, -1.519], [-2.113, -3.556, -3.114], [-2.816, -2.646, -1.791], [-3.268, -0.415, -3.862], [-2.839, -1.937, -4.631], [-2.333, -0.420, -5.364], [0.921, 1.439, -4.857], [-0.834, 1.346, -5.091], [0.241, 0.266, -5.968], [2.889, -0.387, -2.122], [2.487, 0.832, -3.345], [2.931, -0.790, -3.850], [1.003, -3.392, -0.912], [2.326, -2.622, -1.792], [1.137, -3.592, -2.666], [-2.765, 4.150, -2.346], [-1.494, 4.829, -2.839], [-0.338, 3.843, -2.856], [0.020, 3.391, -1.102], [0.377, 1.945, -1.110], [1.638, 4.293, -0.879], [2.821, 3.515, -1.442], [3.436, 4.166, -2.676], [-3.584, 4.859, -2.274], [-2.596, 3.711, -1.364], [-3.059, 3.356, -3.028], [-1.242, 5.668, -2.182], [-1.643, 5.233, -3.842], [0.548, 4.258, -3.324], [-0.605, 2.910, -3.349], [1.724, 4.432, 0.199], [1.514, 5.269, -1.338], [2.481, 2.499, -1.680], [3.597, 3.427, -0.677], [2.737, 4.216, -3.507], [4.294, 3.590, -3.014], [3.770, 5.176, -2.449]],
  "mulliken_charge": [2.410, -0.626, -0.779, 0.164, -1.394, 0.568, -1.093, -0.589, -1.160, 0.522, -1.516, 0.023, -1.064, -0.932, -0.313, 0.808, -0.051, 0.524, 0.402, 0.503, -0.280, 0.500, 0.451, 0.529, 0.441, 0.533, 0.458, 0.470, -0.108, 0.408, 0.480, 0.367, 0.474, 0.273, 0.792, 0.121, 1.505, 0.392, 0.991, -2.295, -1.856, -2.037, -1.670, -1.627, 0.364, 0.632, 0.279, 0.284, 0.356, 0.458, 0.366, 0.447, 0.423, 0.121, 0.300, 0.373, 0.283, 0.381, 0.381, -1.146, -0.443, 0.394, 0.009, -0.322, -1.078, 0.715, -1.596, 0.408, 0.280, 0.277, 0.262, 0.420, 0.167, -0.528, 0.370, 0.680, -0.586, 0.438, 0.283, 0.390, 0.441]
}

=====

{
  "formula": "C27H47FO15",
  "method": "ωB97M-V/def2-TZVPD",
  "e_homo_ev": -9.26,
  "charge": 0,
  "smiles": "COC(=O)OC.COC(=O)OC.COC(=O)OC.COC(=O)OC.Fc1ccccc1.CC(C)=O.CC(C)=O.CC(C)=O",
  "gap_ev": 9.7,
  "total_energy_ha": -2285.390736,
  "species": ["F", "C", "C", "C", "C", "C", "C", "H", "H", "H", "H", "H", "C", "O", "C", "O", "O", "C", "H", "H", "H", "H", "H", "H", "C", "O", "C", "O", "O", "C", "H", "H", "H", "H", "H", "H", "C", "O", "C", "O", "O", "C", "H", "H", "H", "H", "H", "H", "C", "O", "C", "O", "O", "C", "H", "H", "H", "H", "H", "H", "C", "C", "O", "C", "H", "H", "H", "H", "H", "H", "C", "C", "O", "C", "H", "H", "H", "H", "H", "H", "C", "C", "O", "C", "H", "H", "H", "H", "H", "H"],
  "xyz": [[0.250, 1.416, 0.405], [-0.237, 0.443, -0.331], [-1.476, -0.164, -0.190], [-1.886, -1.081, -1.171], [-1.025, -1.375, -2.280], [0.176, -0.705, -2.389], [0.519, 0.205, -1.414], [-2.135, 0.147, 0.615], [-2.846, -1.641, -1.059], [-1.399, -2.078, -3.001], [0.704, -0.722, -3.259], [1.463, 0.798, -1.425], [0.341, 0.536, 4.094], [0.759, 1.811, 4.571], [2.032, 2.099, 4.914], [2.368, 3.185, 5.249], [2.861, 1.013, 4.771], [4.225, 1.261, 4.993], [0.841, 0.374, 3.176], [-0.744, 0.478, 3.891], [0.544, -0.189, 4.836], [4.681, 0.252, 5.142], [4.392, 1.934, 5.816], [4.625, 1.749, 4.083], [1.417, -4.299, -4.482], [1.203, -4.791, -3.178], [0.014, -5.341, -2.853], [-0.355, -5.675, -1.795], [-0.803, -5.459, -3.942], [-2.205, -5.784, -3.748], [2.335, -3.719, -4.421], [0.565, -3.660, -4.777], [1.490, -5.123, -5.182], [-2.275, -6.372, -2.782], [-2.539, -6.457, -4.538], [-2.856, -4.890, -3.599], [-1.825, 3.803, 1.145], [-2.733, 2.736, 1.425], [-3.711, 2.655, 0.542], [-4.016, 3.330, -0.387], [-4.436, 1.579, 0.958], [-5.710, 1.345, 0.186], [-1.221, 3.892, 2.046], [-2.384, 4.733, 0.872], [-1.154, 3.544, 0.352], [-6.421, 1.243, 1.070], [-5.539, 0.382, -0.258], [-5.928, 2.177, -0.486], [0.545, -3.475, 0.645], [0.026, -2.682, 1.732], [-1.275, -2.657, 1.777], [-2.037, -3.217, 1.054], [-1.631, -1.768, 2.744], [-3.041, -1.699, 2.946], [1.502, -3.929, 1.008], [0.705, -2.843, -0.218], [-0.107, -4.348, 0.488], [-3.619, -2.104, 2.162], [-3.392, -0.680, 3.119], [-3.347, -2.322, 3.871], [5.156, 4.147, -0.001], [3.822, 3.935, 0.815], [3.271, 4.959, 1.063], [3.485, 2.547, 1.370], [5.967, 4.665, 0.515], [4.887, 4.741, -0.885], [5.525, 3.156, -0.237], [4.342, 2.217, 1.919], [3.125, 1.888, 0.545], [2.644, 2.705, 2.049], [2.913, -0.661, 1.547], [3.920, -0.659, 0.453], [5.020, -0.252, 0.631], [3.635, -1.341, -0.907], [3.440, -0.201, 2.379], [2.570, -1.622, 1.852], [2.043, 0.003, 1.379], [2.579, -1.196, -1.140], [3.652, -2.443, -0.902], [4.379, -0.956, -1.607], [-4.293, 2.297, -3.392], [-2.926, 2.493, -4.026], [-2.731, 1.954, -5.110], [-1.891, 3.162, -3.208], [-5.050, 2.056, -4.174], [-4.700, 3.156, -2.801], [-4.192, 1.457, -2.662], [-1.174, 3.409, -3.952], [-1.474, 2.440, -2.373], [-2.222, 4.070, -2.670]],
  "mulliken_charge": [-0.475, 0.439, -0.422, -1.005, -0.959, -1.066, -0.101, 1.115, 0.349, 0.645, 0.912, 0.495, 0.285, -0.396, 0.761, -0.552, -0.274, -0.645, -0.403, 0.073, 0.484, 0.205, 0.399, 0.186, -0.618, -0.309, 0.923, -0.527, -0.385, -0.679, 0.242, 0.276, 0.300, 0.316, 0.260, 0.237, -0.636, -0.284, 1.019, -0.588, -0.331, -0.726, 0.240, 0.319, 0.195, 0.229, 0.245, 0.352, -0.710, -0.300, 1.020, -0.612, -0.225, -0.875, 0.329, 0.005, 0.531, 0.412, 0.262, 0.248, -0.965, 0.268, -0.530, 0.148, 0.285, 0.306, 0.274, 0.376, -0.319, 0.048, 0.093, 0.350, -0.576, -0.901, 0.126, 0.763, -0.573, -0.101, 0.353, 0.369, -0.542, 0.626, -0.594, -0.660, 0.364, 0.231, -0.039, 0.420, -0.127, 0.323]
}